(1)
{"formula": "C23H35GeN3O5Os", "method": "ωB97M-V with the def2-TZVPD basis set", "s_squared": 0.87, "largest_force_ev_per_a": 2.40, "gap_ev": [5.069, 5.476], "multiplicity": 2, "charge": 3, "energy_ev": -98079.102, "e_lumo_ha": [-0.448, -0.433], "symbols": ["Os", "C", "C", "C", "C", "O", "Ge", "O", "C", "C", "C", "C", "O", "C", "C", "C", "C", "H", "H", "H", "H", "H", "H", "H", "H", "H", "H", "H", "H", "H", "H", "H", "H", "H", "H", "H", "H", "H", "H", "H", "H", "H", "H", "H", "O", "C", "N", "C", "O", "C", "C", "C", "C", "C", "C", "H", "H", "H", "H", "N", "C", "C", "C", "N", "H", "H", "H", "H"], "coordinates": [[-0.7294, -0.2121, -1.1382], [1.3228, -0.9556, -4.5632], [1.0351, 0.2979, -3.7686], [2.1793, 1.2907, -3.8705], [-0.2959, 0.9328, -4.0998], [0.9708, -0.1147, -2.2938], [2.0941, 0.7684, -0.9886], [0.7572, -0.7610, 0.6075], [1.0938, -2.3295, 0.8258], [2.5324, -2.4542, 0.4106], [0.7954, -2.7224, 2.2466], [0.1375, -2.9678, -0.1507], [0.3169, 1.3420, -0.4878], [-0.0730, 2.1345, 0.6876], [-1.2085, 3.0665, 0.2920], [-1.7928, 0.3589, 1.5464], [1.1509, 2.9598, 1.0553], [1.3079, -0.7261, -5.6295], [0.5708, -1.7214, -4.3885], [2.2996, -1.3718, -4.3197], [2.2991, 1.6180, -4.9048], [3.1356, 0.8472, -3.5792], [1.9837, 2.1985, -3.2846], [-0.2507, 1.3469, -5.1087], [-0.5301, 1.7638, -3.4296], [-1.1156, 0.2078, -4.0968], [3.1827, -1.8528, 1.0433], [2.6740, -2.1928, -0.6441], [2.8258, -3.5013, 0.5211], [1.5187, -2.3322, 2.9513], [0.8614, -3.8139, 2.2858], [-0.2171, -2.4526, 2.5445], [0.2749, -2.5523, -1.1573], [-0.9016, -2.8743, 0.1688], [0.3721, -4.0322, -0.2254], [-2.0202, 2.5355, -0.2116], [-0.8351, 3.8383, -0.3799], [-1.6188, 3.5562, 1.1739], [-1.7592, -0.1382, 0.4893], [-3.6435, 0.6705, 2.0344], [-1.8099, -0.5236, 2.1906], [1.4635, 3.5371, 0.1813], [1.9995, 2.3648, 1.3992], [0.9064, 3.6773, 1.8376], [-2.8823, 1.1632, 1.6999], [-0.4696, 1.0874, 1.7514], [0.5738, 0.0549, 1.7754], [1.5720, 0.2838, 2.7737], [2.6756, -0.1703, 2.6850], [0.8727, 1.2087, 3.6937], [1.3032, 1.6074, 4.9479], [0.4642, 2.4411, 5.6819], [-0.7537, 2.8558, 5.1532], [-1.1762, 2.4644, 3.8829], [-0.3371, 1.6381, 3.1529], [2.2493, 1.2606, 5.3440], [0.7561, 2.7641, 6.6715], [-1.3939, 3.4971, 5.7452], [-2.1225, 2.8133, 3.4956], [-1.6043, -2.5199, -2.9275], [-2.6294, -3.3251, -3.1566], [-3.6726, -2.9628, -2.2922], [-3.1845, -1.9163, -1.5664], [-1.8939, -1.6213, -1.9445], [-0.7048, -2.5046, -3.3829], [-2.5733, -4.0962, -3.9130], [-4.6509, -3.4116, -2.2306], [-3.6785, -1.3225, -0.8128]], "forces_ev_per_angstrom": [[1.13, -0.69, 2.00], [0.11, 0.07, 0.02], [0.12, -0.03, 0.30], [0.01, 0.05, -0.02], [-0.05, -0.01, -0.02], [0.05, -0.16, -0.21], [0.03, -0.18, -0.04], [0.05, 0.46, -0.37], [-0.38, 0.12, 0.04], [0.12, 0.02, 0.00], [-0.01, -0.10, -0.06], [0.16, -0.20, -0.03], [-0.45, 0.78, -0.94], [-0.30, 0.72, 0.16], [0.03, -0.16, -0.27], [-0.19, 0.32, 0.62], [0.05, -0.02, 0.02], [0.00, -0.01, 0.01], [-0.05, -0.04, -0.10], [-0.01, 0.01, 0.02], [-0.01, 0.00, 0.02], [-0.01, -0.03, 0.00], [-0.01, 0.01, -0.02], [-0.07, -0.01, 0.00], [0.03, 0.05, 0.03], [0.00, -0.03, 0.01], [-0.01, -0.01, 0.01], [-0.03, -0.03, 0.05], [0.02, 0.04, 0.00], [0.07, 0.08, 0.08], [0.00, 0.06, 0.00], [0.00, 0.01, 0.01], [0.16, -0.15, 0.14], [0.04, -0.05, 0.05], [-0.02, 0.02, 0.01], [-0.01, 0.01, 0.09], [0.01, 0.00, -0.01], [0.01, -0.03, 0.01], [-0.47, -0.19, -0.74], [-0.01, 0.04, 0.04], [0.05, -0.06, -0.05], [-0.05, 0.00, 0.00], [0.00, -0.02, 0.07], [0.02, -0.04, 0.01], [0.01, -0.09, -0.35], [0.14, -0.48, -0.08], [-0.57, -0.45, 0.14], [-0.05, 0.17, -1.23], [0.10, -0.07, 0.50], [0.35, -0.20, 0.28], [-0.08, -0.01, 0.08], [0.08, -0.07, -0.13], [-0.02, 0.00, 0.04], [0.18, 0.01, -0.17], [0.07, -0.10, 0.27], [-0.02, 0.02, -0.01], [0.01, 0.01, 0.00], [0.00, -0.01, -0.02], [-0.01, -0.02, -0.01], [-0.12, 0.12, 0.08], [-0.07, -0.08, -0.06], [-0.03, -0.15, -0.13], [0.13, 0.16, -0.08], [-0.38, 0.64, -0.04], [0.04, -0.05, -0.02], [-0.03, 0.01, 0.05], [0.05, -0.01, -0.02], [0.06, -0.01, 0.02]]}

---

(2)
{"formula": "C23H35N2", "method": "ωB97M-V with the def2-TZVPD basis set", "largest_force_ev_per_a": 3.16, "gap_ev": 7.452, "charge": 1, "energy_ev": -27392.577, "e_lumo_ha": -0.135, "smiles": "c1ccc([C@@H]([C@H]2CCCCC2=[N+]2CCCCC2)N2CCCCC2)cc1", "symbols": ["C", "C", "C", "C", "C", "C", "C", "C", "C", "C", "C", "N", "C", "C", "C", "C", "C", "N", "C", "C", "C", "C", "C", "C", "C", "H", "H", "H", "H", "H", "H", "H", "H", "H", "H", "H", "H", "H", "H", "H", "H", "H", "H", "H", "H", "H", "H", "H", "H", "H", "H", "H", "H", "H", "H", "H", "H", "H", "H", "H"], "coordinates": [[-2.8688, 1.1283, 3.5212], [-2.6081, -0.2239, 3.2558], [-1.8773, -0.5819, 2.1157], [-1.5461, 0.3784, 1.1390], [-0.7556, -0.0787, -0.1027], [0.5620, -0.6080, 0.3907], [0.5321, -2.1664, 0.4641], [1.8711, -2.8802, 0.4881], [2.7933, -2.3515, -0.6123], [3.0198, -0.8409, -0.4734], [1.8428, 0.0228, -0.1462], [2.1234, 1.3339, 0.0282], [3.5098, 1.7615, -0.1811], [3.8480, 3.2214, 0.1495], [2.7122, 4.1868, -0.1565], [1.5034, 3.7419, 0.6574], [1.0762, 2.2905, 0.4059], [-1.5792, -1.0967, -0.8498], [-1.2466, -1.2018, -2.2811], [-1.8589, -2.4395, -2.9390], [-3.3388, -2.6756, -2.5838], [-3.6924, -2.2998, -1.1475], [-3.0226, -1.0026, -0.7052], [-1.9037, 1.7188, 1.3652], [-2.4748, 2.0924, 2.5912], [-3.3726, 1.4198, 4.4506], [-2.9237, -0.9997, 3.9534], [-1.6454, -1.6366, 1.9347], [-0.6169, 0.7353, -0.8323], [0.6552, -0.3103, 1.4571], [-0.0344, -2.4571, 1.3542], [-0.0530, -2.5625, -0.3771], [2.3179, -2.7727, 1.4853], [1.7132, -3.9590, 0.3340], [3.7651, -2.8698, -0.5622], [2.3600, -2.5853, -1.5917], [3.5081, -0.5104, -1.4039], [3.7784, -0.7462, 0.3305], [3.8056, 1.5783, -1.2278], [4.1897, 1.1706, 0.4527], [4.7474, 3.4945, -0.4127], [4.1019, 3.2933, 1.2183], [3.0033, 5.1983, 0.1487], [2.4850, 4.2168, -1.2284], [1.7356, 3.8513, 1.7263], [0.6431, 4.3899, 0.4519], [0.3048, 2.3108, -0.3807], [0.5783, 1.9446, 1.3239], [-0.1535, -1.1906, -2.4235], [-1.6607, -0.3220, -2.8117], [-1.2659, -3.3278, -2.6859], [-1.7875, -2.3342, -4.0278], [-3.9683, -2.0831, -3.2597], [-3.6020, -3.7239, -2.7493], [-4.7782, -2.1772, -1.0249], [-3.3957, -3.0950, -0.4493], [-3.3329, -0.8315, 0.3289], [-3.3951, -0.1537, -1.3101], [-1.7384, 2.4652, 0.5865], [-2.5894, 3.1507, 2.8287]], "forces_ev_per_angstrom": [[0.15, -0.13, -0.13], [0.48, 0.20, -0.26], [-0.35, 0.26, 0.14], [-0.08, 0.46, 0.18], [-3.02, 0.27, -0.91], [1.54, -0.95, 0.61], [0.08, -0.45, -0.71], [0.28, -0.02, 0.11], [-0.40, -0.27, 0.26], [0.58, -0.92, -0.39], [0.94, 1.45, 1.35], [-0.59, -2.50, -0.66], [1.27, 0.67, -0.30], [-0.22, 0.18, 0.14], [-0.01, -0.04, 0.20], [0.27, 0.12, 0.24], [-0.93, 0.68, 0.14], [0.70, -0.08, 0.34], [-0.28, 0.38, 0.20], [0.06, -0.47, 0.07], [-0.15, 0.19, -0.03], [0.06, 0.01, 0.16], [-0.54, 0.10, -0.10], [0.07, -0.68, 0.21], [-0.07, -0.08, -0.02], [0.27, -0.10, -0.45], [0.08, 0.24, -0.15], [-0.20, 0.49, 0.12], [-0.03, 0.12, 0.47], [-0.01, 0.15, -0.34], [0.12, 0.19, -0.19], [0.23, 0.31, 0.24], [0.25, 0.02, -0.19], [-0.02, 0.35, 0.13], [-0.30, 0.34, -0.12], [-0.01, 0.04, 0.10], [-0.08, 0.27, 0.36], [-0.38, 0.37, -0.29], [-0.32, -0.08, 0.33], [-0.46, -0.12, -0.32], [-0.10, -0.19, 0.13], [-0.10, 0.06, -0.27], [-0.09, -0.17, -0.15], [0.03, -0.06, 0.08], [0.02, 0.08, -0.24], [0.09, -0.24, 0.10], [0.54, -0.19, 0.25], [0.19, -0.22, -0.39], [-0.23, -0.05, 0.10], [0.22, 0.10, 0.10], [-0.08, 0.13, 0.13], [0.14, 0.02, 0.17], [0.11, -0.04, 0.06], [0.06, 0.12, -0.16], [0.23, -0.09, -0.15], [0.07, 0.13, -0.13], [0.25, 0.08, -0.37], [-0.16, -0.06, 0.07], [0.07, -0.12, 0.28], [-0.24, -0.28, -0.19]]}

---

(3)
{"formula": "C23H35N3O3", "method": "ωB97M-V with the def2-TZVPD basis set", "largest_force_ev_per_a": 0.77, "gap_ev": 8.565, "energy_ev": -35031.581, "e_lumo_ha": 0.023, "smiles": "CCN(CC)CCN(C)C(=O)c1ccc(OC2CCN(C(=O)C3CC3)CC2)cc1", "symbols": ["C", "C", "N", "C", "C", "C", "C", "N", "C", "C", "O", "C", "C", "C", "C", "O", "C", "C", "C", "N", "C", "O", "C", "C", "C", "C", "C", "C", "C", "H", "H", "H", "H", "H", "H", "H", "H", "H", "H", "H", "H", "H", "H", "H", "H", "H", "H", "H", "H", "H", "H", "H", "H", "H", "H", "H", "H", "H", "H", "H", "H", "H", "H", "H"], "coordinates": [[8.1529, 1.9932, 1.0313], [7.5907, 1.8719, -0.3939], [6.3346, 2.5237, -0.6638], [6.3073, 3.9577, -0.8172], [6.2806, 4.7974, 0.4677], [5.1552, 1.9071, -0.1053], [4.4533, 1.0426, -1.1728], [3.2943, 0.3506, -0.6457], [3.5303, -0.9477, -0.0664], [2.1207, 1.0244, -0.5847], [2.0253, 2.1881, -0.9357], [0.9259, 0.2662, -0.1011], [0.4634, -0.8584, -0.7705], [-0.7019, -1.4942, -0.3779], [-1.4244, -1.0129, 0.7096], [-2.5654, -1.5549, 1.2113], [-3.2105, -2.6249, 0.5408], [-3.9519, -2.1301, -0.7105], [-5.0742, -1.1744, -0.2965], [-5.9784, -1.8362, 0.6101], [-7.2583, -2.2055, 0.3590], [-7.9422, -2.7540, 1.2040], [-7.7882, -1.8748, -1.0074], [-8.5819, -0.6053, -1.1732], [-9.2736, -1.9286, -1.2026], [-5.3351, -2.2472, 1.8396], [-4.2074, -3.2328, 1.5332], [-0.9613, 0.1219, 1.3806], [0.1890, 0.7590, 0.9718], [8.5173, 2.9974, 1.2258], [7.3907, 1.7538, 1.7693], [8.9821, 1.3008, 1.1563], [7.4551, 0.8094, -0.6232], [8.3278, 2.2675, -1.0991], [5.4135, 4.1976, -1.4027], [7.1807, 4.2400, -1.4117], [6.1395, 5.8443, 0.2103], [5.4589, 4.4906, 1.1102], [7.2075, 4.7045, 1.0256], [4.4424, 2.6662, 0.2220], [5.4012, 1.2816, 0.7616], [5.1490, 0.3053, -1.5775], [4.1197, 1.6988, -1.9789], [2.6732, -1.2618, 0.5246], [3.7154, -1.6913, -0.8478], [4.4069, -0.9086, 0.5840], [1.0086, -1.2372, -1.6228], [-1.0297, -2.3617, -0.9293], [-2.4718, -3.3917, 0.2638], [-3.2621, -1.6110, -1.3773], [-4.3685, -2.9911, -1.2360], [-5.6079, -0.7990, -1.1676], [-4.6297, -0.3197, 0.2279], [-7.1602, -2.1899, -1.8314], [-8.4708, -0.0524, -2.0947], [-8.7134, 0.0183, -0.3020], [-9.8601, -2.2116, -0.3423], [-9.6535, -2.2969, -2.1431], [-6.0924, -2.7108, 2.4732], [-4.9243, -1.3666, 2.3426], [-3.6862, -3.4887, 2.4556], [-4.6235, -4.1434, 1.1000], [-1.5326, 0.4876, 2.2193], [0.5288, 1.6477, 1.4816]], "forces_ev_per_angstrom": [[-0.11, 0.00, -0.29], [0.09, -0.01, 0.14], [-0.03, -0.05, -0.01], [-0.05, 0.15, 0.12], [0.05, -0.18, -0.25], [-0.11, -0.23, -0.36], [0.05, 0.41, 0.07], [0.11, -0.02, -0.03], [-0.01, -0.25, 0.08], [-0.06, -0.17, 0.01], [-0.05, 0.31, 0.03], [-0.24, -0.01, -0.11], [0.12, 0.27, 0.16], [-0.29, -0.25, 0.04], [0.20, 0.25, 0.03], [0.05, 0.15, 0.16], [-0.19, -0.65, -0.36], [0.13, 0.29, 0.29], [0.16, 0.00, -0.39], [0.20, 0.04, 0.20], [-0.11, 0.17, -0.19], [-0.27, -0.14, 0.14], [-0.12, -0.20, 0.01], [-0.01, 0.20, -0.11], [0.00, -0.10, 0.03], [-0.06, -0.33, 0.30], [0.18, 0.41, -0.03], [-0.14, -0.15, -0.03], [0.08, -0.09, -0.12], [0.04, 0.08, 0.07], [-0.05, -0.03, 0.13], [0.11, -0.07, 0.07], [0.10, 0.01, -0.05], [0.01, -0.12, -0.03], [0.09, 0.10, -0.05], [-0.08, 0.04, -0.07], [-0.03, 0.15, 0.03], [-0.09, 0.01, 0.10], [0.07, 0.02, 0.09], [0.00, -0.05, 0.07], [-0.05, 0.06, 0.05], [0.00, 0.00, 0.00], [0.12, -0.08, 0.03], [0.13, -0.03, -0.01], [0.01, -0.04, 0.06], [0.00, -0.03, 0.02], [0.07, -0.06, -0.08], [-0.07, -0.06, -0.03], [-0.07, 0.15, 0.07], [0.02, -0.05, -0.06], [0.00, -0.02, -0.06], [0.02, 0.02, 0.09], [-0.08, 0.00, -0.12], [-0.04, 0.08, -0.05], [0.03, -0.02, -0.06], [-0.01, -0.01, 0.12], [0.05, -0.01, 0.10], [0.07, 0.02, -0.11], [0.14, 0.13, -0.03], [-0.07, -0.03, 0.02], [0.04, -0.08, 0.00], [-0.01, -0.04, 0.00], [-0.07, 0.04, 0.10], [0.01, 0.11, 0.04]]}